A 14-piece molecular cluster, C31H91BNO28 overall in a non-equilibrium geometry. Source: the Open Molecules 2025 dataset; level of theory: ωB97M-V/def2-TZVPD.

Positions of all 152 atoms, in Å:
H -2.33531 1.36650 0.76651
O -2.29066 1.55295 6.74847
C 2.46210 -3.34773 -10.73607
O -4.16860 -3.58139 0.36913
C -4.45074 2.47832 7.23578
H -6.76465 -5.00207 6.40794
O -2.27361 -1.65770 7.39658
H -0.22794 2.59838 2.99678
H 0.76998 0.03179 1.88265
H 2.04396 5.29233 -5.00305
H 5.81894 7.31629 -7.06030
H -4.51051 -2.84537 0.89574
H 0.34138 -1.58775 -2.98568
H -2.19351 2.16169 -6.42201
C 0.95812 1.05570 2.16564
H 2.11531 4.67947 -2.82683
H 0.92177 1.65556 1.26887
H 3.44138 0.72960 -6.12064
H -3.76039 -1.24913 -0.96236
H -1.32154 -2.85359 8.72919
H -3.72019 -0.65759 2.85330
O 7.30437 2.82802 1.81878
C -4.70587 -5.34633 6.94434
H 0.66849 -5.74716 8.72911
H -1.34493 -0.01394 2.11077
H 1.76551 2.86517 -4.51380
C -3.48188 -2.17956 -1.47207
H 2.16980 -3.65274 -8.13121
O -5.00791 1.63680 6.23746
C 4.20951 0.25139 -6.71168
H -1.39025 -6.62206 10.14473
C 0.68460 -0.60772 -3.33818
H -1.29935 0.23344 -3.48871
C -0.16798 1.52594 3.08974
H -4.65633 1.76304 -6.62999
H 6.84607 2.71181 2.66014
H 3.41576 -3.67115 -10.29755
C 4.16657 -1.24423 -6.52693
H 2.66693 -2.70787 -11.59423
O 1.34867 -3.49101 -8.60784
C 5.59701 5.18620 -6.87431
O 1.76346 -4.49426 -11.20101
H -0.70104 -0.27666 8.32000
H 3.87193 4.48055 -3.01009
O 3.78045 2.57606 -4.85232
H -3.78019 -4.38735 8.36808
H -4.76009 -3.06024 6.16790
H -0.06794 1.04672 -4.48087
H -4.06987 -4.24860 -1.51443
H 0.23582 -1.49246 6.47738
H 0.94309 -4.82218 10.95346
H -2.72882 2.40762 8.54970
O 5.15706 -1.88351 -7.35051
H -6.20410 -4.08162 7.82705
H 0.98443 -0.01187 -2.47693
H 0.95204 -2.47451 7.78354
O 5.68470 5.17199 -5.45103
B -3.65066 0.49651 3.28371
C -1.19382 -2.54378 7.69408
H 7.85334 -0.48643 1.93924
H -3.50803 0.83114 8.24226
H 1.22851 -7.32312 10.91046
C -5.92222 -4.45200 6.82938
O -5.67741 1.76141 0.32758
H -4.45450 0.83365 4.11176
O -2.37827 3.56222 -4.93364
O 0.18195 -0.66863 8.35240
H -4.93851 2.91208 -5.30444
C 1.64392 -2.61306 -9.69763
H 5.18702 0.64455 -6.40612
H -4.73104 3.40040 -0.46701
O 0.29409 -4.90248 9.00640
H -5.40823 0.87082 6.66043
C -4.26773 2.64858 -6.11956
H 4.00009 3.35875 -5.37405
H -0.70615 -6.51029 11.78244
C -5.34047 2.55008 -0.79570
H 6.50412 1.25876 0.76122
C 6.30531 6.40241 -7.42849
H 5.11919 5.87817 -5.11776
H 1.31358 -4.86060 -10.43014
H -1.25041 -3.42432 7.05173
H 4.32450 -1.51626 -5.48103
H 0.68811 -2.30728 -10.11869
H 8.24495 1.55566 0.53212
O -5.66716 -3.34304 5.99180
O 0.47346 -7.39389 10.31847
H -5.41310 -3.11446 -1.22870
H -5.85973 0.32010 -1.54141
C -4.61823 1.75838 -1.87069
C -0.48709 -6.41110 10.71437
H 7.67288 6.08117 -6.11596
H -1.21041 -1.48617 -4.96512
O 4.00085 0.58553 -8.08632
C 7.74311 0.52015 2.35644
H 3.59213 -0.48625 2.99584
H 4.46519 -0.08768 -8.59708
O -3.67960 1.57622 2.25037
H -4.91487 -6.20380 7.59479
O -4.26201 3.76616 -7.01699
O 1.82500 -0.78518 -4.17332
H -4.41093 2.39827 -2.73149
C 2.91197 4.37648 -3.51153
H 0.02402 1.24550 4.10846
O 2.93632 5.25987 -4.64419
H 8.66140 0.79222 2.87505
H 5.91485 0.16312 2.93477
N 3.26082 0.12020 2.26679
O -2.24865 0.63768 3.82300
H 6.08592 4.27678 -7.22085
C -4.35981 -3.32624 -1.00951
C 0.12251 -1.81933 7.52008
H -5.19580 2.69372 8.01330
C -0.41453 0.08143 -4.11371
C 0.02039 -5.02315 10.39096
H -2.86171 1.57854 -4.88004
H -3.57831 -2.03281 -2.54956
H 1.47959 -1.00776 -5.04661
H 6.28009 6.40485 -8.51817
C 2.72348 2.95343 -3.98127
O 6.70969 0.53514 3.33812
C 2.33263 1.11057 2.81481
C -1.48419 0.88798 2.70651
H 2.78127 -0.44657 1.59082
H 2.17046 -1.72610 -9.33058
H -2.04294 2.80465 1.86265
H 6.02021 -1.67402 -6.98163
H -0.72061 -4.26739 10.65291
C -3.22141 1.79405 7.79125
H 2.18914 0.96212 3.87201
H -2.25785 -1.48353 6.44740
H -6.28225 2.92385 -1.20093
H 4.54618 5.16833 -7.18496
H -3.79687 3.49772 -7.81512
O -3.59768 -4.60409 7.44882
H 3.20069 -1.63226 -6.85300
H -3.66848 1.35577 -1.49158
H -4.40757 -5.70930 5.96261
H -2.80097 1.32192 5.95256
H 2.72376 2.25734 -3.14321
O -0.76165 -0.69056 -5.26891
O 7.66509 6.41358 -7.02205
C -2.87285 2.40188 -5.59257
H -2.70142 4.31516 -5.44253
H -4.84368 1.58158 0.80826
H 2.71940 2.10890 2.68336
H -2.12497 -2.87765 -0.30569
O -2.11833 -2.45459 -1.17606
C 7.44029 1.52692 1.26757
C -2.38537 1.78380 1.76638
O -5.42380 0.67458 -2.32908
H -4.16423 3.41031 6.75081

Cartesian forces (eV/Å) of the 3 atoms listed first:
0.4 0.4 -0.7
-0.1 0.2 0.3
-0.1 -0.3 0.1

Properties
* total charge: -1
* multiplicity: 1
* electronic energy: -93115.7191 eV
* Kohn-Sham gap: 0.2436 Ha